{"formula": "C34H61NO27", "method": "ωB97M-V/def2-TZVPD", "symbols": ["O", "O", "O", "O", "O", "O", "O", "O", "O", "O", "O", "O", "O", "O", "O", "O", "O", "O", "O", "O", "O", "O", "O", "O", "O", "O", "O", "N", "C", "C", "C", "C", "C", "C", "C", "C", "C", "C", "C", "C", "C", "C", "C", "C", "C", "C", "C", "C", "C", "C", "C", "C", "C", "C", "C", "C", "C", "C", "C", "C", "C", "C", "H", "H", "H", "H", "H", "H", "H", "H", "H", "H", "H", "H", "H", "H", "H", "H", "H", "H", "H", "H", "H", "H", "H", "H", "H", "H", "H", "H", "H", "H", "H", "H", "H", "H", "H", "H", "H", "H", "H", "H", "H", "H", "H", "H", "H", "H", "H", "H", "H", "H", "H", "H", "H", "H", "H", "H", "H", "H", "H", "H", "H"], "coordinates": [[-1.92, 6.27, 2.43], [2.35, 1.30, 1.10], [0.85, -2.87, -4.23], [2.62, 3.13, -0.30], [-1.88, -6.22, -0.95], [0.77, 5.43, -3.30], [-3.32, 3.76, -5.37], [1.94, -2.94, -2.38], [2.63, 3.94, -3.80], [0.79, -0.93, -2.60], [2.41, -4.33, 1.20], [-1.07, 4.91, 0.98], [-2.82, 2.07, -3.64], [-1.38, -2.29, 0.66], [-3.73, 1.64, -5.81], [1.18, -2.61, 5.86], [-0.58, -5.01, 0.17], [-1.86, -6.43, 1.19], [-2.06, -1.62, -1.31], [0.93, -4.51, 2.85], [0.18, -0.74, 4.56], [2.21, -1.92, 3.90], [3.79, 2.66, 1.71], [-2.09, 6.69, 0.28], [0.28, 3.36, -3.85], [2.63, -5.89, 2.90], [-1.67, 0.15, 0.28], [-2.72, 2.70, 4.91], [2.61, -5.30, 5.25], [-1.01, -5.87, -1.97], [0.76, 1.95, -4.09], [2.54, -2.50, -1.16], [-1.13, 2.21, 2.96], [-1.30, -2.05, 2.05], [-2.26, -0.48, -2.07], [1.33, 0.81, 0.25], [0.05, 3.10, 3.18], [-1.78, 6.00, 1.28], [0.20, -2.44, 6.91], [-0.15, -4.88, -1.20], [1.25, 4.30, -3.69], [-1.47, -5.92, 0.19], [1.22, -1.76, 4.80], [1.64, 6.51, -2.99], [1.24, -2.20, -3.16], [2.14, -1.31, 2.71], [-2.02, 2.51, 4.01], [1.08, 2.37, 4.12], [0.54, -5.45, 3.80], [-0.22, -2.31, -4.97], [-1.77, -1.26, -0.09], [1.90, -6.14, 4.09], [-2.90, 4.77, -4.46], [4.40, 4.00, 1.90], [2.06, -4.86, 2.25], [-1.72, -5.25, -3.18], [-3.27, 2.52, -4.94], [-1.86, 3.34, -0.64], [-1.14, 4.70, -0.37], [-3.70, 0.22, -5.53], [2.89, 2.39, 0.84], [-1.78, 5.97, -0.95], [0.81, -5.24, -1.18], [-2.00, 3.40, -1.76], [-4.28, -0.39, -6.32], [-0.98, -1.07, 2.35], [-1.39, 0.10, -2.23], [-3.39, 5.70, -4.80], [5.45, 3.95, 1.63], [-0.95, 6.49, -1.46], [-0.11, -3.78, -1.36], [0.82, -0.09, 0.68], [-0.96, 1.17, 2.91], [-3.00, 0.20, -1.71], [3.96, 4.74, 1.29], [1.85, -7.13, 4.44], [1.78, 3.13, 4.36], [-2.71, -0.21, -5.43], [-1.29, 2.41, -0.35], [1.73, -0.37, 2.91], [0.18, -1.37, 7.20], [-4.34, 0.04, -4.63], [0.02, -5.08, 4.67], [2.30, 6.57, -3.88], [1.21, 7.53, -2.79], [-0.20, -6.10, 3.31], [-0.80, -2.59, 6.37], [0.47, 1.43, 0.25], [1.27, -1.73, 2.15], [1.67, 0.49, -0.68], [-0.18, 4.68, -0.91], [-1.07, -4.92, -3.94], [0.34, -3.04, 7.79], [-2.76, 3.44, -0.12], [1.95, -5.30, 6.10], [3.12, -1.57, -1.25], [1.81, -2.36, -0.38], [1.27, 1.48, -3.21], [2.30, 6.15, -2.21], [-0.30, -2.75, -5.95], [-0.48, -6.77, -2.33], [-0.05, -1.22, -5.10], [-1.01, -2.61, -4.36], [3.57, -5.77, 5.56], [1.52, 1.54, 3.71], [-2.30, -2.18, 2.57], [0.54, 3.19, 2.26], [-2.58, 5.89, -1.67], [-1.83, 4.79, -4.73], [0.61, 1.91, 5.02], [-2.53, -4.59, -3.02], [-0.21, 4.10, 3.50], [-0.13, 1.43, -4.32], [4.48, 4.35, 2.85], [-1.68, 2.60, 2.12], [-3.18, 4.63, -3.43], [1.36, 1.86, -5.01], [2.83, -4.23, 5.10], [-0.67, -2.84, 2.54], [2.99, -1.38, 2.00], [-2.71, -0.75, -3.03], [3.21, -3.30, -0.87], [-2.19, -6.01, -3.78]], "e_homo_ev": -9.6, "homo_lumo_gap_ev": 9.8, "e_above_lowest_kcal_mol": 95.2, "smiles": "C[C@H]1COC(=O)O1.C[C@H]1COC(=O)O1.C[C@H]1COC(=O)O1.COC(=O)OC.COC(=O)OC.COC(=O)OC.COC(=O)OC.COC(=O)OC.COC(=O)OC.CCCC#N"}

=====

{"formula": "C34H63BF5N4O18", "method": "ωB97M-V/def2-TZVPD", "symbols": ["F", "F", "F", "F", "F", "O", "O", "O", "O", "O", "O", "O", "O", "O", "O", "O", "O", "O", "O", "O", "O", "O", "O", "N", "N", "N", "N", "C", "C", "C", "C", "C", "C", "C", "C", "C", "C", "C", "C", "C", "C", "C", "C", "C", "C", "C", "C", "C", "C", "C", "C", "C", "C", "C", "C", "C", "C", "C", "C", "C", "C", "B", "H", "H", "H", "H", "H", "H", "H", "H", "H", "H", "H", "H", "H", "H", "H", "H", "H", "H", "H", "H", "H", "H", "H", "H", "H", "H", "H", "H", "H", "H", "H", "H", "H", "H", "H", "H", "H", "H", "H", "H", "H", "H", "H", "H", "H", "H", "H", "H", "H", "H", "H", "H", "H", "H", "H", "H", "H", "H", "H", "H", "H", "H", "H"], "coordinates": [[-5.92, -0.01, 2.43], [-5.61, 0.22, 5.31], [-3.85, 3.32, -4.11], [-3.87, 1.53, 4.69], [-7.46, 6.62, -1.39], [1.10, 0.24, -0.03], [0.42, 0.62, 8.08], [-3.53, 5.02, -1.84], [0.10, -5.57, 0.21], [-8.10, 4.64, -2.04], [11.14, -3.21, -5.85], [2.09, -4.50, 0.41], [2.67, -1.30, -4.16], [2.26, -0.32, 7.14], [9.83, -2.36, -4.35], [-2.27, 2.54, -1.30], [0.99, 1.11, 2.06], [3.45, -1.28, -6.18], [4.92, -1.21, -4.46], [2.82, 0.02, 1.28], [8.91, -3.13, -6.27], [0.49, -0.07, 5.92], [2.04, -6.64, 0.69], [-3.12, 0.32, -0.85], [-4.79, 2.29, -1.45], [-5.67, 3.64, 0.27], [-4.85, 4.75, -1.57], [-4.55, 2.11, -4.01], [2.95, -0.22, 8.39], [3.79, -1.27, -4.89], [0.72, -2.75, 1.40], [-5.43, 1.99, -2.74], [8.53, -2.01, -3.86], [3.48, 0.20, 2.55], [-5.83, 5.22, -2.54], [2.86, -1.25, -2.74], [1.58, 0.52, 1.19], [-6.00, 4.91, 0.94], [-3.55, -0.04, 0.50], [-5.10, 3.54, -0.89], [-7.25, 5.41, -1.98], [3.16, 0.16, -2.27], [1.00, 0.13, 7.14], [-7.73, 5.23, 2.78], [2.98, -0.78, 3.59], [-7.45, 4.94, 1.52], [4.55, -1.16, -7.07], [7.79, -3.23, -3.36], [1.29, -7.86, 0.80], [1.44, -3.25, 0.17], [-5.48, 1.07, 3.12], [-6.06, 2.44, 1.06], [2.53, -1.32, 9.34], [11.31, -3.90, -7.09], [-0.25, 0.65, -0.22], [9.86, -2.92, -5.56], [-5.01, 0.91, 4.37], [1.29, -5.57, 0.41], [-3.55, -0.62, -1.90], [-0.89, 0.29, 5.80], [-5.49, 2.51, 2.53], [-3.43, 1.74, -1.19], [-3.83, 1.28, -4.17], [-2.18, 3.07, -0.48], [10.83, -3.36, -7.91], [-6.36, 2.58, -2.88], [2.64, -2.30, 8.87], [1.93, -0.61, 3.82], [-3.42, 5.34, -2.75], [2.01, -8.67, 0.88], [4.97, -0.15, -7.02], [-6.91, 5.37, 3.50], [-1.06, 1.31, 6.14], [-5.25, 2.08, -4.88], [-0.50, 0.51, -1.27], [-1.50, -0.42, 6.36], [-5.50, 6.22, -2.90], [-0.10, -3.42, 1.68], [-1.15, 0.22, 4.75], [3.55, -0.68, 4.51], [-0.91, 0.02, 0.38], [5.32, -1.90, -6.86], [-0.38, 1.69, 0.03], [-5.66, 1.50, 0.65], [3.06, -1.80, 3.22], [6.84, -2.93, -2.90], [4.11, 0.52, -2.67], [3.20, 0.20, -1.18], [4.01, -0.32, 8.16], [3.13, -1.29, 10.25], [-8.25, 4.73, 0.78], [2.38, 0.85, -2.62], [2.23, -2.54, -0.10], [2.81, 0.77, 8.83], [-2.81, -0.74, 0.94], [1.40, -2.72, 2.26], [-3.60, 0.84, 1.19], [-3.12, -1.62, -1.64], [7.96, -1.48, -4.63], [-4.65, -0.78, -2.00], [10.91, -4.91, -7.01], [3.64, -1.95, -2.43], [-6.11, 3.12, 3.21], [8.69, -1.31, -3.04], [-5.86, 4.59, -3.46], [-5.34, 5.11, 1.81], [8.38, -3.76, -2.61], [-5.78, 0.93, -2.70], [3.37, 1.24, 2.88], [4.54, 0.03, 2.37], [-4.55, -0.54, 0.55], [-3.05, -0.33, -2.85], [-7.16, 2.31, 1.08], [12.38, -3.96, -7.28], [1.93, -1.59, -2.29], [4.18, -1.33, -8.08], [1.48, -1.21, 9.62], [0.77, -3.33, -0.69], [0.67, -8.03, -0.07], [0.31, -1.76, 1.24], [-8.77, 5.28, 3.13], [-5.94, 5.81, 0.30], [0.68, -7.83, 1.71], [7.58, -3.93, -4.17], [-4.44, 2.88, 2.50]], "e_homo_ev": -11.6, "total_charge": 1, "homo_lumo_gap_ev": 7.4}

=====

E (eV)
-93006.7554; -93349.1421